1.
{"formula": "C21H20ClLaNPS", "method": "wB97M-V/def2-TZVPD", "largest_force_ev_per_a": 13.66, "de_lowest_kj_mol": 1025.8, "charge": 2, "gap_ha": [0.1796, 0.1768], "elements": ["La", "Cl", "P", "C", "C", "C", "C", "C", "C", "C", "C", "C", "C", "C", "C", "C", "C", "C", "C", "C", "C", "H", "H", "H", "H", "H", "H", "H", "H", "H", "H", "H", "H", "H", "H", "H", "H", "H", "S", "C", "C", "N", "C", "H", "H", "H"], "xyz": [[0.000, 0.000, 0.000], [2.344, -0.484, 0.092], [0.001, -0.013, -2.294], [-0.677, 1.514, -3.041], [-1.840, 1.518, -3.821], [-2.319, 2.713, -4.360], [-1.639, 3.908, -4.128], [-0.478, 3.908, -3.351], [0.000, 2.720, -2.803], [1.656, -0.179, -3.044], [2.355, -1.372, -2.814], [3.613, -1.566, -3.377], [4.189, -0.565, -4.162], [3.504, 0.630, -4.382], [2.238, 0.824, -3.827], [-0.971, -1.338, -3.101], [-1.568, -2.324, -2.303], [-2.355, -3.318, -2.880], [-2.543, -3.348, -4.264], [-1.942, -2.377, -5.065], [-1.163, -1.374, -4.488], [1.913, -2.132, -2.175], [4.151, -2.491, -3.191], [5.176, -0.712, -4.591], [3.955, 1.415, -4.982], [1.708, 1.757, -3.992], [-2.373, 0.590, -4.007], [-3.224, 2.708, -4.962], [-2.013, 4.838, -4.548], [0.054, 4.837, -3.165], [0.898, 2.714, -2.189], [-1.402, -2.310, -1.230], [-2.815, -4.075, -2.251], [-3.148, -4.129, -4.714], [-2.079, -2.399, -6.143], [-0.699, -0.620, -5.116], [-1.075, 1.108, -0.057], [-1.434, -0.574, -0.043], [-0.029, -0.134, 4.962], [1.550, 0.237, 4.523], [1.611, 0.287, 3.137], [0.431, 0.031, 2.507], [-0.574, -0.217, 3.374], [2.376, 0.410, 5.200], [2.523, 0.516, 2.607], [-1.587, -0.438, 3.069]], "forces_ev_per_a": [[7.57, -1.41, 11.29], [2.14, -0.45, 0.09], [-0.03, -0.09, -13.47], [-0.05, 0.03, 0.79], [-0.51, 0.20, 0.10], [0.23, -0.30, 0.10], [0.20, -0.19, 0.14], [0.10, -0.06, 0.10], [-0.31, 0.36, 0.24], [0.58, 0.02, -0.10], [0.14, -0.01, -0.20], [-0.25, 0.06, 0.07], [-0.22, 0.13, 0.10], [-0.11, -0.19, 0.13], [0.05, 0.10, 0.07], [-0.42, -0.55, 0.45], [0.07, 0.16, -0.44], [0.03, -0.10, 0.00], [0.15, 0.18, 0.33], [0.18, 0.18, 0.25], [0.14, -0.11, -0.09], [0.15, -0.08, -0.21], [-0.12, 0.13, -0.05], [-0.17, 0.02, 0.07], [-0.12, -0.13, 0.07], [0.27, -0.25, -0.18], [-0.03, 0.30, 0.07], [0.17, -0.03, 0.09], [0.08, -0.14, 0.08], [-0.08, -0.15, -0.04], [-0.03, 0.20, -0.09], [-0.15, -0.23, 0.14], [0.08, 0.12, -0.11], [0.09, 0.14, 0.10], [0.06, 0.02, 0.18], [-0.01, -0.14, 0.00], [-3.98, 5.69, -0.80], [-5.98, -3.52, -0.54], [-0.82, -0.24, 0.98], [0.10, 0.10, -1.86], [0.02, 0.00, 1.69], [-0.63, -0.08, 0.82], [1.92, 0.47, -0.44], [-0.29, -0.07, 0.12], [-0.19, -0.07, -0.20], [0.02, 0.00, 0.20]], "mulliken_charge": [1.0721, -0.2618, 1.5637, 0.6506, -0.5416, -0.7149, -0.5013, -0.7855, -0.6199, 0.4099, -0.5643, -0.8293, -0.5016, -0.7361, -0.2160, 0.8609, -0.5336, -0.8062, -0.5550, -0.7813, -0.3338, 0.4629, 0.4227, 0.4226, 0.4427, 0.5107, 0.4879, 0.4451, 0.4362, 0.4256, 0.4868, -0.0149, 0.4262, 0.4270, 0.4374, 0.5873, 0.1325, 0.0930, -0.0511, -0.2867, -0.3635, -0.2278, -0.1231, 0.4195, 0.3867, 0.3393]}


2.
{"formula": "C21H20ClN7O", "method": "wB97M-V/def2-TZVPD", "largest_force_ev_per_a": 4.60, "de_lowest_kj_mol": 236.3, "gap_ha": 0.2534, "smiles": "Cc1cn2cccc2c(N2CC[C@H](NC(=O)c3ncn(-c4ccc(Cl)cc4)n3)C2)n1", "elements": ["C", "C", "C", "N", "C", "C", "C", "C", "C", "N", "C", "C", "C", "N", "C", "O", "C", "N", "C", "N", "C", "C", "C", "C", "Cl", "C", "C", "N", "C", "N", "H", "H", "H", "H", "H", "H", "H", "H", "H", "H", "H", "H", "H", "H", "H", "H", "H", "H", "H", "H"], "xyz": [[-3.450, -3.969, 4.784], [-2.700, -2.746, 4.361], [-1.717, -2.182, 5.228], [-1.068, -1.074, 4.771], [-0.121, -0.325, 5.484], [0.205, 0.753, 4.756], [-0.692, 0.818, 3.563], [-1.431, -0.383, 3.663], [-2.438, -1.002, 2.781], [-2.885, -0.449, 1.587], [-4.130, -0.929, 0.803], [-3.507, -0.678, -0.608], [-2.530, 0.559, -0.684], [-1.456, 0.547, -1.638], [-0.315, 1.437, -1.609], [-0.383, 2.338, -0.769], [0.887, 1.057, -2.543], [0.754, -0.085, -3.358], [1.834, -0.076, -4.098], [2.583, 1.028, -3.752], [3.871, 1.364, -4.187], [4.707, 0.504, -4.789], [5.958, 0.873, -5.189], [6.319, 2.227, -5.205], [7.991, 2.689, -5.489], [5.534, 3.230, -4.644], [4.240, 2.742, -4.184], [1.945, 1.777, -2.813], [-2.014, 0.442, 0.779], [-2.993, -2.159, 3.094], [-2.964, -4.312, 5.718], [-3.310, -4.751, 4.066], [-4.566, -3.937, 4.814], [-1.475, -2.692, 6.259], [0.368, -0.659, 6.354], [0.888, 1.553, 5.000], [-0.519, 1.496, 2.771], [-4.319, -1.973, 0.949], [-4.933, -0.309, 1.136], [-2.831, -1.538, -0.778], [-4.329, -0.721, -1.320], [-3.189, 1.461, -0.810], [-1.442, -0.194, -2.399], [2.235, -0.736, -4.879], [4.556, -0.526, -4.992], [6.700, 0.154, -5.659], [5.680, 4.341, -4.563], [3.503, 3.512, -3.828], [-0.926, 0.036, 0.863], [-2.124, 1.468, 1.206]], "forces_ev_per_a": [[0.00, -0.20, 0.28], [1.60, 2.37, 0.61], [-2.76, -3.48, -0.41], [1.29, 1.03, 2.17], [-0.34, -0.89, -1.11], [-1.75, 1.79, -2.54], [1.55, -2.21, 3.04], [-0.41, 1.52, -2.73], [-0.67, -0.98, -0.23], [-0.06, -0.18, 0.05], [4.32, 1.56, 0.05], [-0.08, -0.94, -0.98], [-1.94, -0.23, 2.03], [2.46, -1.19, -3.06], [-2.37, -0.55, 2.11], [1.30, -0.93, -1.82], [-2.12, -0.81, -0.94], [0.05, 0.41, 0.46], [0.79, 1.37, 0.90], [-0.78, -0.52, 0.12], [-0.40, 3.80, -0.24], [1.35, -1.87, -0.50], [2.11, 1.02, -1.89], [1.24, 0.63, 1.52], [-0.19, -0.31, -0.48], [-3.54, -1.14, 0.54], [0.68, 1.14, 0.05], [0.20, -0.75, 0.20], [0.98, 0.94, 1.39], [0.34, -0.28, 1.93], [-0.81, 0.03, -0.25], [0.47, -0.59, -0.64], [0.86, 0.67, 0.47], [-0.29, 1.51, -2.32], [0.01, -0.65, 0.88], [0.14, -0.26, 0.14], [-0.42, 0.39, -0.59], [-0.08, -0.42, 0.21], [-0.79, 0.36, -0.24], [-0.51, 0.04, -0.06], [0.28, 0.25, -0.55], [0.91, -0.48, 0.23], [-0.01, 1.34, 1.52], [-0.75, 0.10, 0.56], [-0.87, -0.90, 0.41], [-1.22, 0.85, 0.82], [0.43, -1.55, -0.33], [0.83, -1.09, -0.20], [-1.81, 1.02, -0.41], [0.80, -0.74, -0.14]], "mulliken_charge": [-1.1861, 0.3716, -0.2665, 0.1239, -0.6957, -0.7354, -0.4344, 0.7048, 0.3242, 0.0820, -0.6467, -0.9514, 0.3191, -0.1881, 0.1550, -0.6144, 0.3650, -0.5169, 0.0276, 0.5824, 0.8034, -0.4459, -0.7313, 0.4696, -0.2062, -0.6658, -0.2165, -0.7951, -1.1173, -0.6415, 0.3060, 0.3018, 0.2667, 0.1434, 0.3869, 0.4392, 0.5409, 0.3366, 0.2917, 0.3659, 0.4328, 0.2123, 0.3498, 0.3650, 0.2603, 0.2768, 0.3190, 0.3395, 0.4826, 0.3093]}